83
Properties=species:S:1:pos:R:3:forces:R:3 method="wB97M-V/def2-TZVPD" e_above_lowest_kcal_mol=4.19 total_charge=0 molar_mass_g_mol=871.87 homo_ha="-0.2732 / -0.2796" total_energy_ev=-157390.9047 multiplicity=2 orbital_gap_ev="6.90 / 6.99" s_squared=0.76
Cr -0.688 0.923 0.593 -1.95 -0.79 0.11
Cl 1.815 -3.619 5.129 0.00 0.03 0.00
C 1.411 -2.124 4.347 0.05 0.00 0.02
C 0.408 -2.144 3.383 -0.03 -0.05 -0.09
C 0.086 -0.973 2.711 -0.16 -0.11 0.00
N -0.925 -0.757 1.767 0.87 -0.06 0.01
C -1.582 -1.796 1.205 -0.21 0.19 0.03
O -1.262 -2.978 1.194 -0.02 -0.06 0.08
C -2.879 -1.333 0.616 0.02 -0.10 -0.01
C -3.796 -2.242 0.122 -0.10 0.04 0.06
C -5.033 -1.768 -0.277 0.04 -0.03 -0.02
C -5.298 -0.415 -0.146 0.03 0.02 0.01
C -4.297 0.416 0.333 -0.07 0.01 -0.06
N -3.096 -0.022 0.692 0.07 0.00 0.01
C 0.759 0.208 3.037 0.02 0.25 -0.06
C 1.745 0.233 4.004 0.08 0.02 -0.01
C 2.078 -0.949 4.657 0.00 -0.04 0.02
Cl 3.335 -0.910 5.852 -0.03 -0.02 -0.04
N 0.243 1.289 2.308 0.41 0.25 0.08
C 0.218 2.531 2.829 -0.12 -0.03 0.06
O 0.859 2.994 3.760 -0.03 0.01 0.02
C -0.857 3.346 2.157 0.01 -0.18 0.03
C -1.151 4.636 2.543 -0.06 0.07 0.00
C -2.226 5.274 1.944 0.04 -0.02 0.03
C -2.966 4.591 0.994 -0.02 -0.07 -0.02
C -2.601 3.297 0.657 0.05 0.12 0.01
N -1.561 2.686 1.225 0.11 0.48 -0.03
H -0.100 -3.068 3.160 0.00 0.01 0.02
H -3.525 -3.286 0.074 0.03 0.00 -0.01
H -5.779 -2.441 -0.678 -0.02 0.00 0.01
H -6.258 0.000 -0.419 -0.01 0.02 0.00
H -4.476 1.475 0.440 -0.10 0.03 -0.03
H 2.251 1.153 4.252 -0.02 0.00 0.02
H -0.541 5.097 3.308 0.00 0.00 0.01
H -2.485 6.287 2.219 -0.01 0.02 0.01
H -3.817 5.043 0.506 -0.02 0.02 0.00
H -3.131 2.736 -0.095 0.12 0.10 -0.11
C 3.127 -5.366 -3.914 -0.02 0.02 0.02
C 2.539 -4.331 -2.997 0.01 0.00 0.01
C 2.003 -3.153 -3.497 0.01 0.01 0.00
C 1.446 -2.191 -2.667 -0.01 0.03 -0.06
C 0.901 -0.932 -3.273 -0.14 0.02 -0.04
C 1.433 -2.432 -1.282 0.02 0.02 0.08
C 0.864 -1.497 -0.333 0.03 -0.14 0.20
O 0.194 -0.506 -0.613 0.08 0.15 -0.38
C 1.981 -3.620 -0.749 0.01 -0.06 0.05
C 1.962 -3.931 0.728 -0.02 -0.02 -0.05
C 2.523 -4.546 -1.621 -0.02 0.00 -0.02
H 3.131 -5.025 -4.947 0.00 0.01 -0.02
H 2.554 -6.292 -3.862 -0.01 -0.02 0.00
H 4.152 -5.601 -3.624 0.02 0.00 0.00
H 2.018 -2.973 -4.565 0.01 0.00 -0.03
H 1.144 -0.889 -4.333 0.00 -0.01 -0.01
H 1.317 -0.059 -2.775 0.07 0.05 0.00
H -0.184 -0.875 -3.153 0.06 -0.04 0.00
H 1.047 -1.717 0.724 0.03 -0.01 -0.12
H 0.944 -3.914 1.121 0.03 0.01 -0.02
H 2.551 -3.217 1.308 0.01 0.01 0.00
H 2.379 -4.920 0.903 0.03 -0.02 -0.01
H 2.939 -5.464 -1.222 0.01 -0.03 0.01
C 2.023 4.450 1.039 0.07 0.03 -0.03
O 2.137 3.030 0.883 -0.09 0.03 0.04
P 1.362 2.162 -0.208 0.29 -0.29 0.20
O 2.488 1.088 -0.585 0.07 0.19 -0.12
C 3.378 0.525 0.389 -0.01 -0.08 0.05
O 1.412 3.182 -1.425 0.02 -0.04 -0.15
C 0.630 3.026 -2.621 0.01 0.15 0.22
H 2.954 4.906 0.707 0.00 0.02 0.00
H 1.859 4.649 2.095 0.02 0.00 0.01
H 1.203 4.851 0.445 -0.02 0.01 0.01
H 3.780 -0.387 -0.050 0.00 0.00 0.00
H 2.854 0.289 1.317 -0.01 -0.02 0.01
H 4.186 1.222 0.602 -0.01 0.01 0.00
H 1.139 3.593 -3.397 0.00 0.01 -0.01
H -0.368 3.419 -2.452 0.20 -0.02 0.07
H 0.560 1.983 -2.917 -0.01 -0.04 0.02
Cl -3.730 0.274 -4.372 -0.03 0.01 0.04
C -3.052 1.414 -3.214 -0.07 0.05 -0.05
Cl -1.959 2.511 -4.085 -0.25 -0.14 -0.24
Cl -4.386 2.402 -2.548 0.08 -0.07 0.16
C -2.290 0.643 -2.051 0.29 -0.21 -0.25
O -2.382 -0.562 -2.058 -0.01 -0.18 -0.07
O -1.641 1.393 -1.254 0.25 0.47 0.27